Computed, not measured: a 12-piece molecular cluster, C47H93F15O31S5 overall at a distorted geometry, with ωB97M-V/def2-TZVPD.

Positions of all 191 atoms, in Å:
C 17.625168 13.834540 25.508681
O 16.295396 13.331685 25.480573
C 16.071406 12.347698 24.461960
C 16.107678 12.914638 23.046466
O 14.938469 13.687323 22.892440
C 13.659763 13.061154 22.730434
C 12.857531 14.067480 21.932738
O 13.355275 14.198936 20.642419
C 12.759834 15.254965 19.858303
H 17.808334 14.546101 24.737286
H 18.314949 12.987505 25.510317
H 17.822065 14.286928 26.468036
H 15.081528 11.944091 24.709572
H 16.880338 11.678919 24.456604
H 16.241145 12.075863 22.375475
H 17.010414 13.586604 22.839354
H 13.283156 12.676946 23.700663
H 13.723466 12.236183 22.031723
H 12.945751 15.034812 22.413114
H 11.801700 13.826328 21.860052
H 12.920649 16.183263 20.353498
H 11.680719 15.026274 19.759245
H 13.235553 15.265574 18.880331
C 12.153058 19.570663 11.762128
O 11.068370 20.432018 12.155583
C 10.028349 19.732511 12.859432
C 9.240616 20.715339 13.675139
O 9.867644 21.143857 14.857693
C 10.380836 22.511279 14.791238
C 11.794914 22.726180 14.274184
O 12.756406 22.179985 15.229895
C 13.152177 20.828742 15.082555
H 13.048003 20.243116 11.632794
H 11.921475 19.178198 10.749415
H 12.378119 18.678924 12.397400
H 10.370502 18.901670 13.400984
H 9.349634 19.372626 12.039790
H 8.355459 20.182256 13.928436
H 9.072678 21.616277 13.041200
H 10.369537 22.840461 15.837395
H 9.719055 23.079651 14.165144
H 12.008902 23.809342 14.206956
H 11.916157 22.292444 13.319060
H 13.814770 20.697381 14.200615
H 12.291470 20.213690 14.965142
H 13.774683 20.584414 15.983401
O 16.929357 18.501839 20.084615
S 16.673431 17.767888 21.305128
O 17.328251 18.166448 22.525073
O 15.150815 17.920188 21.448360
C 14.479433 17.778189 22.671703
C 13.210711 18.671120 22.717525
C 16.877094 16.090719 20.927030
H 15.116671 18.002439 23.566064
H 14.276752 16.701048 22.876238
H 12.767935 18.710449 21.736978
H 13.462740 19.655131 23.072607
H 12.512639 18.395445 23.485914
H 16.342778 15.511668 21.629945
H 17.882065 15.696060 20.939588
H 16.390252 15.891734 19.923756
O 21.812143 13.575040 14.080337
S 20.383883 13.321715 14.207977
O 19.461329 14.390275 13.994273
O 19.971587 12.141721 13.231844
C 20.993528 11.245202 12.696135
C 21.506236 11.842926 11.393500
C 20.068319 12.582423 15.867097
H 20.433579 10.320778 12.512988
H 21.838663 11.143637 13.389976
H 20.631985 12.157486 10.771501
H 22.062783 11.172282 10.773239
H 22.116715 12.767232 11.545701
H 18.967453 12.435732 15.911469
H 20.430863 13.267801 16.602233
H 20.620428 11.676768 16.011276
O 11.146097 18.449399 16.072596
S 9.805501 18.410388 16.644880
O 8.795854 17.844997 15.792872
O 9.964659 17.463069 17.924228
C 8.659531 17.142895 18.555977
C 8.453481 15.643385 18.279537
C 9.389610 19.903883 17.365821
H 7.884441 17.706463 18.081591
H 8.794742 17.408806 19.562663
H 7.541535 15.265521 18.709762
H 9.310475 15.078074 18.798388
H 8.547955 15.477718 17.222550
H 8.719299 19.819302 18.262464
H 8.998796 20.568388 16.546874
H 10.242711 20.465263 17.673269
O 18.208245 13.077512 20.291997
S 17.608897 12.189442 19.350924
O 18.260840 11.906026 18.083682
O 17.493632 10.835218 20.205883
C 17.403636 9.567337 19.476845
C 18.623180 8.809208 19.725303
C 15.962852 12.674587 19.103933
H 17.401946 9.850845 18.392633
H 16.526665 9.047969 19.735087
H 18.646125 7.814174 19.245245
H 18.762359 8.525124 20.806273
H 19.561505 9.305861 19.428260
H 16.027902 13.546407 18.461933
H 15.554473 12.895327 20.139126
H 15.454683 11.870865 18.624382
O 17.005395 22.794003 25.678435
S 16.651223 21.956999 24.571696
O 15.295720 21.538989 24.300600
O 17.206968 22.572545 23.235905
C 16.769155 21.852413 21.997889
C 17.652947 22.188565 20.880561
C 17.661725 20.470604 24.640936
H 15.786160 22.126674 21.740599
H 16.840681 20.775449 22.154241
H 18.685107 22.215462 21.207987
H 17.550542 23.196816 20.555947
H 17.428875 21.393634 20.149647
H 17.684801 20.073581 25.651266
H 18.648063 20.766023 24.397307
H 17.400336 19.686319 23.949861
C 14.600563 26.769549 17.230015
C 13.958110 25.654914 16.499587
O 14.155675 24.499339 17.374859
C 13.174511 23.719403 17.723494
O 11.966634 23.947251 17.625021
C 13.664263 22.386057 18.352101
F 12.718847 21.389649 18.287725
F 14.810646 21.911136 17.767033
F 13.861371 22.608756 19.631765
H 14.452121 27.674516 16.690837
H 15.685123 26.574809 17.402897
H 14.092392 26.859948 18.172856
H 14.467218 25.364655 15.572468
H 12.834599 25.777390 16.286129
C 14.410455 11.161584 15.745637
C 13.575038 11.810513 14.671982
O 12.942149 12.950282 15.288243
C 12.499161 13.784811 14.430590
O 12.382221 13.655144 13.256714
C 11.916071 15.034845 15.097228
F 12.525359 15.175715 16.305944
F 12.171817 16.203114 14.446671
F 10.618925 14.807204 15.267290
H 15.371493 11.708614 15.864311
H 14.732037 10.141841 15.572074
H 13.868376 11.134297 16.665509
H 12.854766 11.115297 14.306855
H 14.114844 12.163000 13.800343
C 21.687765 24.146291 17.776619
C 22.606960 23.171507 18.456143
O 21.828220 22.096223 19.071242
C 21.579192 21.019476 18.308334
O 21.962221 20.930688 17.176419
C 20.962795 19.867387 19.193842
F 20.700334 20.200018 20.428019
F 19.894265 19.346278 18.589567
F 21.939688 18.919460 19.236440
H 21.017531 24.596301 18.467692
H 21.047644 23.626850 16.982034
H 22.265416 24.961563 17.342041
H 23.144055 23.620246 19.278508
H 23.310622 22.792305 17.748327
C 14.502720 18.591263 17.884605
C 15.050929 17.954302 16.562664
O 16.478401 17.701995 16.656118
C 16.848856 16.565529 17.221260
O 16.155254 15.714628 17.638136
C 18.384835 16.475797 17.367368
F 18.708417 15.168421 17.419913
F 19.046164 17.127870 16.432584
F 18.633890 16.987399 18.614096
H 14.508281 17.780963 18.614212
H 13.563891 19.056227 17.706528
H 15.260894 19.261708 18.253106
H 15.124790 18.665042 15.776752
H 14.662903 16.959902 16.330481
C 15.539810 16.602775 12.707565
C 16.940689 16.165942 13.167325
O 17.187984 14.921252 12.402017
C 16.731690 13.801553 12.871196
O 16.049259 13.609566 13.837864
C 17.016079 12.539378 11.929639
F 16.001280 12.359893 11.085470
F 18.063206 12.760439 11.177003
F 17.145855 11.394215 12.576273
H 15.261180 17.477226 13.288512
H 14.803680 15.841736 12.958587
H 15.533294 16.798226 11.629931
H 17.084827 15.985082 14.251187
H 17.686245 16.764263 12.803895

Cartesian forces (eV/Å) of the 2 atoms listed first:
C -0.4 -1.3 0.8
O 0.0 0.1 -0.1

Computed properties:
structure (SMILES)	CCOC(=O)C(F)(F)F.CCOC(=O)C(F)(F)F.CCOC(=O)C(F)(F)F.CCOC(=O)C(F)(F)F.CCOC(=O)C(F)(F)F.CCOS(C)(=O)=O.CCOS(C)(=O)=O.CCOS(C)(=O)=O.CCOS(C)(=O)=O.CCOS(C)(=O)=O.COCCOCCOC.COCCOCCOC
largest force on an atom	0.078	Eh/bohr
net charge	0
calculated total energy	-7667.81984	a.u.
multiplicity	1
gap between HOMO and LUMO	0.357	hartree
highest occupied orbital energy	-0.344	hartree